[1]
51
Properties=species:S:1:pos:R:3 method="wB97M-V/def2-TZVPD" smiles="COC(=O)c1ccc(N2CCN(C(=O)c3ccccc3)CC2)c(NC(C)=O)c1" relative_energy_ev=17.792 e_tot_ha=-1278.6991
C 1.2480 -7.3254 2.7467
H 2.1859 -7.8004 2.5351
H 1.0553 -7.4478 3.7468
H 0.4270 -8.0121 2.2069
O 0.9134 -6.0167 2.0417
C -0.0797 -5.2850 2.2745
O -0.9954 -5.7056 2.9241
C -0.0765 -4.0663 1.4997
C 1.0063 -3.5700 0.7324
C 0.9275 -2.3326 0.3164
C 0.0783 -1.4809 0.4087
C -1.1610 -1.9450 1.0573
C -1.3731 -3.2159 1.7723
H -1.9027 -3.6391 2.3678
N -2.4607 -1.2248 1.2024
C -3.2175 -1.0313 2.4316
O -3.2248 -1.6862 3.5106
C -4.4487 -0.1665 2.1306
H -4.0742 0.6296 1.8807
H -4.8604 -0.5283 1.2269
H -5.1754 -0.2707 2.8095
H -2.3850 -0.4876 0.5437
N -0.0461 -0.1995 -0.0449
C -0.3834 1.0288 0.9230
H -1.4240 1.2664 0.2248
C 0.5727 1.9110 0.8556
N 0.5755 2.5836 -0.4376
C 1.3111 3.6882 -0.7305
O 1.5214 4.6077 0.3576
C 1.3098 4.2897 -1.9833
C 0.2613 4.3588 -2.9554
C 0.2427 4.9431 -4.2622
C 1.6039 5.2875 -4.6153
C 2.5675 5.2499 -3.8068
C 2.5096 4.7358 -2.5327
H 3.6053 4.4914 -1.9264
H 3.5702 5.4101 -4.3201
H 1.8092 5.8071 -5.4209
H -0.5060 5.0693 -4.7877
H -0.6039 4.2326 -2.5257
C 0.4758 1.6002 -1.3856
H 1.3194 1.9965 -2.3327
C 0.7682 0.2855 -1.0939
H 0.5588 -0.4311 -1.8620
H 1.8535 0.1870 -0.8748
H -0.6575 1.5321 -1.8221
H 1.4283 1.5502 1.3098
H 0.1784 2.7785 1.6374
H -0.6492 0.4831 1.7434
H 1.9254 -1.8729 -0.3378
H 1.8954 -4.2622 0.6404

---

[2]
52
Properties=species:S:1:pos:R:3 method="wB97M-V/def2-TZVPD" smiles="Cc1cc(NC(=O)C[C@@H](CN(C)S(=O)(=O)c2ccccc2)c2ccccc2)no1" relative_energy_ev=2.936 e_tot_ha=-1677.4207
C -0.3606 -0.7189 -5.9663
C 0.0026 -0.3296 -4.5825
C -0.6048 0.4823 -3.6717
C 0.2575 0.4201 -2.5445
N 1.2866 -0.3621 -2.7856
O 1.1313 -0.8338 -4.0520
N 0.1539 1.0501 -1.3309
C -0.8243 1.9204 -0.9475
O -1.7638 2.2308 -1.6431
C -0.5769 2.5198 0.4282
H 0.3240 3.1351 0.3597
C -0.4501 1.5118 1.5862
C -0.9796 2.0927 2.8799
C -0.7200 3.4042 3.2556
C -1.1896 3.8953 4.4618
C -1.9174 3.0794 5.3100
C -2.1662 1.7657 4.9500
C -1.6983 1.2756 3.7439
H -1.8734 0.2464 3.4673
H -2.7267 1.1208 5.6105
H -2.2850 3.4648 6.2495
H -0.9842 4.9188 4.7399
H -0.1495 4.0526 2.6074
H -1.0441 0.6246 1.3559
C 0.9902 1.0328 1.8628
N 1.4119 0.0058 0.9163
S 0.8622 -1.5625 1.3422
O -0.3331 -1.4149 2.1192
O 1.9469 -2.3077 1.9122
C 0.4303 -2.2397 -0.2533
C -0.8246 -1.9727 -0.7648
C -1.1752 -2.4922 -1.9994
C -0.2671 -3.2688 -2.7023
C 0.9879 -3.5321 -2.1775
C 1.3411 -3.0154 -0.9421
H 2.3023 -3.2159 -0.4964
H 1.6909 -4.1342 -2.7316
H -0.5402 -3.6726 -3.6660
H -2.1514 -2.2876 -2.4124
H -1.5134 -1.3758 -0.1886
C 2.8233 -0.0241 0.5799
H 3.4282 -0.4122 1.4039
H 2.9439 -0.6712 -0.2879
H 3.1592 0.9786 0.3190
H 1.0320 0.6351 2.8835
H 1.6827 1.8761 1.8004
H -1.4229 3.1806 0.6279
H 0.8174 0.7328 -0.6222
H -1.5078 1.0458 -3.7548
H -0.5032 -1.7966 -6.0280
H -1.2764 -0.2160 -6.2601
H 0.4387 -0.4478 -6.6539

---

Quick rundown of gap between HOMO and LUMO, same order as above: 8.0, 9.7 eV
Quick rundown of lowest unoccupied orbital energy, same order as above: -0.188, 0.607 eV